This record from the Open Molecules 2025 dataset describes a structure of composition C33H31GeN7OPd. The level of theory is the ωB97M-V functional and the def2-TZVPD basis.

Geometry as ORCA input:
```
! wB97M-V def2-TZVPD RIJCOSX def2/J DEFGRID3
* xyz 2 1
Pd -1.2251 1.2061 0.7271
C -2.6908 -4.2869 -0.0891
C -2.6778 -3.6209 1.1298
C -2.6359 -2.2326 1.1676
C -2.5880 -1.5004 -0.0168
C -2.5673 -2.1729 -1.2379
C -2.6394 -3.5577 -1.2716
N -2.6113 -0.0876 0.0335
C -3.6100 0.5757 -0.5845
C -4.7907 -0.0130 -1.1115
C -5.7450 0.7796 -1.6828
C -5.6126 2.1906 -1.7906
C -4.4991 2.7955 -1.3062
C -3.4972 1.9916 -0.7095
N -2.3495 2.4891 -0.1807
N -2.0274 3.7110 -0.2158
C -0.8569 3.9816 0.4855
C -0.4077 5.2876 0.5917
C 0.7143 5.5429 1.3620
C 1.3551 4.4940 2.0064
C 0.8588 3.2154 1.8396
N -0.2090 2.9556 1.0883
H -2.7773 -5.3655 -0.1187
H -2.7542 -4.1814 2.0535
H -2.6911 -1.6999 2.1101
H -2.5501 -1.5975 -2.1565
H -2.6761 -4.0702 -2.2251
H -4.9399 -1.0797 -1.0350
H -6.6474 0.3154 -2.0599
H -6.4057 2.7692 -2.2412
H -4.3565 3.8657 -1.3500
H -0.9589 6.0720 0.0942
H 1.0752 6.5565 1.4736
H 2.2185 4.6607 2.6342
H 1.2960 2.3606 2.3375
C 1.1940 -4.8706 1.2683
N 0.9858 -3.4462 1.0444
C 0.8224 -2.4604 2.0934
C 0.4689 -1.2351 1.2898
O 0.1042 -0.1813 1.7946
N 0.6112 -1.4979 -0.0655
C 0.8083 -2.8707 -0.1291
N 0.8151 -3.5209 -1.2760
H 1.2504 -5.0460 2.3386
H 2.1305 -5.1950 0.8143
H 0.3582 -5.4481 0.8717
H 1.7457 -2.2958 2.6564
H 0.0122 -2.7203 2.7753
H 0.5503 -3.0373 -2.1179
H 0.8896 -4.5246 -1.3082
Ge 2.2459 -0.4951 -0.9227
C 3.5371 -0.6328 0.4890
C 4.4452 -1.6905 0.3679
C 5.4207 -1.8945 1.3337
C 5.4950 -1.0474 2.4303
C 4.5993 0.0071 2.5600
C 3.6280 0.2155 1.5936
C 1.6344 1.1452 -1.6736
C 2.1588 2.3636 -1.2447
C 1.7979 3.5385 -1.8877
C 0.9142 3.4988 -2.9571
C 0.3939 2.2865 -3.3951
C 0.7600 1.1110 -2.7616
H 2.4974 -1.5935 -1.9553
H 4.4075 -2.3512 -0.4915
H 6.1287 -2.7049 1.2236
H 6.2575 -1.2023 3.1819
H 4.6645 0.6713 3.4113
H 2.9463 1.0485 1.7093
H 2.8679 2.4000 -0.4262
H 2.2169 4.4824 -1.5652
H 0.6411 4.4147 -3.4644
H -0.2834 2.2596 -4.2379
H 0.3582 0.1693 -3.1191
*
```

Output
* frontier orbital gap: 5.875 eV
* HOMO energy: -12.328 eV
* energy above the lowest of the compared OMol25 structures with the same formula, charge and spin: 0.129 eV
* lowest unoccupied orbital energy: -6.45 eV